53
Properties=species:S:1:pos:R:3:forces:R:3:lowdin_charge:R:1 method="wB97M-V/def2-TZVPD" spin_multiplicity=1 total_energy_ha=-1771.958502 largest_force_ev_per_a=2.579 smiles="O=C(F)CP(CCF)C(=O)NC(=O)F.COCCOC.COCCOC" e_homo_ev=-9.0 homo_lumo_gap_ha=0.33272
O 0.5097 -0.8908 -1.0606 -0.1 -0.6 -0.4 0.111
C 0.0049 -1.7395 -1.7351 0.4 1.6 0.5 -0.557
F 0.3341 -3.0075 -1.5923 0.1 -0.7 0.0 0.144
C -1.0405 -1.4700 -2.7600 -0.7 -0.6 0.4 -0.223
P -2.4482 -0.6604 -1.8582 0.0 0.3 0.5 1.117
C -2.4530 1.0635 -2.5187 -0.4 -0.2 0.0 -0.331
C -3.4436 1.9508 -1.7827 0.4 -0.3 -0.6 -0.285
F -3.1966 1.8911 -0.4450 0.1 0.0 0.9 -0.044
C -3.8749 -1.5797 -2.5848 0.2 -0.7 -0.8 -0.577
O -3.8512 -2.7815 -2.4834 0.0 0.4 0.0 0.052
N -4.9917 -0.8951 -3.1467 0.4 -0.1 0.9 0.156
C -6.2587 -1.1515 -2.6517 -1.9 1.7 0.0 -0.536
O -7.1082 -0.3057 -2.4746 1.4 -1.3 -0.4 0.135
F -6.4779 -2.4195 -2.4109 0.1 -0.3 0.1 0.175
H -1.4177 -2.3967 -3.1687 0.0 -0.2 -0.2 0.085
H -0.6323 -0.8474 -3.5335 0.2 0.3 -0.4 0.099
H -1.4660 1.4564 -2.3230 0.5 0.0 0.1 0.086
H -2.6094 1.1387 -3.5889 -0.1 -0.1 -0.3 0.091
H -3.2938 2.9680 -2.1026 -0.2 0.5 -0.2 0.118
H -4.4689 1.6502 -1.9457 -0.5 0.0 0.0 0.099
H -4.8637 0.0996 -3.2302 0.0 0.2 -0.1 0.107
C 3.2411 2.1824 1.4232 0.0 -0.1 0.0 -0.107
O 3.8609 1.0449 0.8512 0.0 0.1 -0.1 -0.191
C 3.2585 0.6300 -0.3660 0.2 -0.2 0.2 -0.216
C 4.0607 1.0744 -1.5680 -0.2 0.1 -0.1 -0.202
O 4.0689 2.4874 -1.7075 0.1 0.0 0.1 -0.191
C 5.2618 3.0885 -1.2373 0.0 0.0 -0.1 -0.112
H 3.8896 2.5458 2.2187 0.0 0.0 0.0 0.089
H 3.1030 2.9790 0.6883 0.0 0.0 0.0 0.084
H 2.2706 1.9146 1.8557 0.0 0.1 0.0 0.085
H 2.2325 0.9980 -0.4346 0.0 0.0 0.0 0.114
H 3.2213 -0.4630 -0.3513 -0.1 0.0 0.0 0.120
H 3.5973 0.6637 -2.4711 0.0 0.0 0.0 0.123
H 5.0820 0.6874 -1.5068 0.0 0.0 0.0 0.127
H 6.0872 2.8966 -1.9316 0.0 0.0 0.0 0.088
H 5.5319 2.7237 -0.2439 0.0 0.0 0.0 0.084
H 5.0912 4.1624 -1.1850 0.0 0.0 0.0 0.088
C 1.2785 -1.7949 2.1027 0.0 -0.1 0.0 -0.103
O 0.5683 -2.6114 3.0188 0.0 0.1 0.0 -0.185
C 0.6970 -2.1823 4.3627 -0.1 -0.2 0.0 -0.208
C -0.5189 -1.4016 4.8102 0.1 0.2 0.1 -0.207
O -0.6467 -0.1790 4.1010 0.0 -0.1 -0.1 -0.192
C -1.5979 -0.2343 3.0510 0.0 0.0 0.1 -0.109
H 0.9443 -2.0509 1.1027 0.0 -0.1 0.0 0.064
H 1.0842 -0.7339 2.2766 0.0 0.0 0.0 0.083
H 2.3559 -1.9825 2.1747 0.0 0.1 0.0 0.095
H 1.6010 -1.5798 4.4917 0.0 0.0 0.0 0.126
H 0.7938 -3.0774 4.9856 0.0 0.0 0.0 0.125
H -0.4110 -1.1534 5.8709 0.0 0.0 0.0 0.124
H -1.4208 -2.0097 4.6950 0.0 0.0 0.0 0.125
H -2.6156 -0.2417 3.4566 0.0 0.0 0.0 0.089
H -1.4523 -1.1148 2.4212 0.0 0.0 0.0 0.082
H -1.4706 0.6590 2.4418 0.0 0.0 0.0 0.087